## A
Here is a cluster of 2 separate species, C4H7IO in total from OMol25. Energies are from ωB97M-V with the def2-TZVPD basis set.

```
13
Properties=species:S:1:pos:R:3:mulliken_charge:R:1
C 0.994 -0.332 -1.090 0.43
C 0.277 -1.035 -2.105 -0.63
C -0.215 1.278 1.821 -0.86
C -0.532 -0.150 1.416 -0.57
O 2.007 0.233 -0.894 -0.38
I -2.350 -0.362 0.384 0.02
H 0.392 -0.535 -3.202 0.27
H 0.662 -2.131 -2.110 0.25
H -0.885 -1.108 -1.771 0.09
H 0.838 1.674 1.321 0.17
H -0.115 1.411 2.826 0.31
H -0.883 1.937 1.352 0.39
H -0.189 -0.879 2.052 0.52
```

Its molar mass is 198.003 g/mol.

---

## B
Here is a structure of composition C4H7IO from OMol25. Energies are from ωB97M-V with the def2-TZVPD basis set.

```
13
Properties=species:S:1:pos:R:3:mulliken_charge:R:1
C -0.460 -1.237 -0.337 -0.60
C -0.051 0.657 -0.347 0.29
C 1.168 -1.171 -0.122 -0.27
C -0.757 1.724 0.361 -1.22
O 1.204 0.259 0.110 -0.34
I 1.783 -2.482 1.634 -0.05
H -0.919 -1.510 0.598 0.32
H -0.874 -1.593 -1.295 0.25
H 0.046 0.797 -1.438 0.25
H 1.732 -1.635 -0.929 0.45
H -1.195 1.581 1.489 0.24
H -1.648 2.078 -0.106 0.37
H -0.029 2.533 0.382 0.31
```

Its molar mass is 198.003 g/mol.

---

Q: Which of them is the most stable? A: B.

---

## A
Here is a structure of composition C4H6FNS2 from OMol25. Energies are from ωB97M-V with the def2-TZVPD basis set.

```
14
Properties=species:S:1:pos:R:3:mulliken_charge:R:1
C -1.223 0.271 0.139 -0.10
C 0.366 0.528 -0.030 0.80
C 0.840 -0.371 -1.075 -0.97
C 1.192 -0.001 1.125 -0.50
H -1.412 2.293 0.441 0.28
H -2.832 1.574 -0.102 0.20
H 0.437 -1.356 -1.327 0.37
H 0.918 0.141 -1.922 0.48
H 0.451 -0.912 1.317 0.23
H 1.414 0.630 2.084 0.36
N -1.892 1.349 0.099 -0.30
F 0.537 1.846 -0.319 -0.37
S -2.197 -1.266 0.017 -0.29
S 2.345 -0.671 0.028 -0.19
```

Its molar mass is 151.231 g/mol.

---

## B
Here is a structure of composition C4H6FNS2 from OMol25. Energies are from ωB97M-V with the def2-TZVPD basis set.

```
14
Properties=species:S:1:pos:R:3:mulliken_charge:R:1
C 0.335 0.739 0.908 -0.07
C 0.004 -0.370 -0.073 1.13
C 1.084 -0.832 -1.108 -0.88
C -1.057 0.034 -1.115 -0.83
H -0.792 -0.162 2.372 0.24
H -0.262 1.502 2.696 0.23
H 1.945 -0.207 -1.199 0.37
H 1.428 -1.857 -0.909 0.32
H -1.133 1.136 -1.235 0.34
H -2.055 -0.418 -0.942 0.33
N -0.254 0.656 2.111 -0.36
F -0.336 -1.546 0.599 -0.36
S 1.184 2.044 0.379 -0.31
S -0.091 -0.719 -2.485 -0.15
```

Its molar mass is 151.231 g/mol.

---

Q: Which of them is the most stable? A: B.

---

## A
Here is the molecule C5H10O3 from OMol25. Energies are from ωB97M-V with the def2-TZVPD basis set.

```
18
Properties=species:S:1:pos:R:3:mulliken_charge:R:1
C -1.778 0.454 1.214 -1.16
C -1.067 -0.291 0.129 0.62
O -1.914 -1.122 -0.529 -0.55
C 0.300 -0.439 0.010 0.76
C 0.905 -1.554 -0.806 -1.74
C 1.127 0.694 0.313 -0.13
O 2.396 0.669 -0.202 -0.48
O 0.107 1.932 -0.437 -0.64
H -2.581 1.054 0.785 0.31
H -2.214 -0.269 1.913 0.33
H -1.118 1.108 1.780 0.29
H -1.475 -1.469 -1.321 0.34
H 1.888 -1.810 -0.405 0.39
H 0.309 -2.470 -0.770 0.49
H 1.040 -1.255 -1.851 0.34
H 1.051 1.115 1.310 0.24
H 2.896 1.385 0.213 0.37
H 0.127 2.269 -1.345 0.22
```

Its molar mass is 118.132 g/mol.

---

## B
Here is a cluster of 2 separate species, C5H10O3 in total from OMol25. Energies are from ωB97M-V with the def2-TZVPD basis set.

```
18
Properties=species:S:1:pos:R:3:mulliken_charge:R:1
C 2.314 -0.469 -1.012 -1.11
C 1.272 0.323 -0.745 0.93
O 1.231 1.644 -1.109 -0.50
O 0.244 -0.042 0.033 -0.44
C -1.177 0.879 0.140 -0.26
C -1.585 0.873 1.579 -1.01
H 3.075 -0.169 -1.712 0.22
H 2.385 -1.456 -0.587 0.28
H 1.988 1.844 -1.665 0.31
H -1.933 0.517 -0.551 0.31
H -0.795 1.839 -0.199 0.39
H -2.385 1.605 1.703 0.37
H -1.971 -0.101 1.865 0.29
H -0.750 1.140 2.220 0.29
C -0.446 -2.032 0.012 0.03
O -1.646 -1.858 0.201 -0.53
H 0.228 -2.328 0.829 0.20
H -0.049 -2.211 -1.002 0.25
```

Its molar mass is 118.132 g/mol.

---

## C
Here is a cluster of 2 separate species, C5H10O3 in total from OMol25. Energies are from ωB97M-V with the def2-TZVPD basis set.

```
18
Properties=species:S:1:pos:R:3:mulliken_charge:R:1
C 0.209 1.924 0.409 -1.25
C -0.734 0.784 0.663 0.90
O -1.355 0.631 1.692 -0.63
C -1.217 -0.019 -0.596 0.12
C -0.093 -0.518 -1.487 -0.90
O -2.027 -1.074 -0.166 -0.58
H 0.061 2.696 1.159 0.37
H 1.236 1.558 0.511 0.25
H 0.085 2.343 -0.594 0.35
H -1.825 0.709 -1.161 0.27
H 0.641 -1.084 -0.882 0.01
H -0.502 -1.192 -2.235 0.35
H 0.431 0.306 -1.968 0.33
H -2.168 -0.942 0.791 0.40
C 1.794 -1.533 0.930 -0.25
O 1.029 -0.888 1.605 -0.37
H 2.711 -1.090 0.498 0.30
H 1.722 -2.612 0.831 0.33
```

Its molar mass is 118.132 g/mol.

---

Q: Which of them is the most stable? A: C.

---

## A
Here is a cluster of 2 separate species, C4H12S in total from OMol25. Energies are from ωB97M-V with the def2-TZVPD basis set.

```
17
Properties=species:S:1:pos:R:3:mulliken_charge:R:1
C 2.544 -0.731 1.091 -0.80
S 1.348 -1.955 1.846 -0.08
C 0.043 -0.629 2.064 -0.88
H 3.136 -0.914 0.269 0.37
H 2.024 0.245 1.133 0.18
H 3.256 -0.564 1.847 0.32
H 0.076 -0.373 3.194 0.28
H -0.959 -0.983 1.880 0.34
H 0.062 0.244 1.573 0.26
C -1.932 0.240 -2.363 -0.81
C -0.917 1.111 -1.422 -0.76
H -1.799 -0.799 -1.967 0.24
H -2.940 0.600 -2.180 0.27
H -1.719 0.298 -3.417 0.29
H -0.939 2.083 -1.889 0.32
H 0.158 0.854 -1.150 0.21
H -1.442 1.274 -0.507 0.24
```

Its molar mass is 92.207 g/mol.

---

## B
Here is a cluster of 2 separate species, C4H12S in total from OMol25. Energies are from ωB97M-V with the def2-TZVPD basis set.

```
17
Properties=species:S:1:pos:R:3:mulliken_charge:R:1
C 0.556 0.115 -2.271 -0.93
C 0.217 1.271 -1.349 -0.08
S -0.978 2.442 -2.054 -0.22
H -0.290 -0.302 -2.834 0.32
H 0.955 -0.743 -1.717 0.28
H 1.295 0.391 -3.022 0.31
H -0.182 0.896 -0.411 -0.11
H 1.124 1.827 -1.115 0.29
H -2.060 1.867 -1.531 0.12
C -0.815 -1.206 2.027 -0.82
C 0.647 -0.768 2.081 -0.68
H -1.155 -1.712 2.924 0.33
H -1.442 -0.323 1.879 0.25
H -0.989 -1.849 1.166 0.25
H 0.865 -0.015 2.835 0.28
H 1.339 -1.593 2.259 0.30
H 0.915 -0.299 1.132 0.11
```

Its molar mass is 92.207 g/mol.

---

Q: Which of them is the most stable? A: B.